w) ORCA calculation (ωB97M-V with the def2-TZVPD basis set) on a 2-piece molecular cluster, C3H8N2O overall.

Results
frontier orbital gap	10.6	eV
SMILES string	[H]/N=C/C.NC=O
molecular weight	88.11	g mol⁻¹
HOMO level	-9.52	eV

CARTESIAN COORDINATES (ANGSTROEM)
O -1.734 0.560 2.059
N -1.738 1.019 -0.149
N 0.971 0.543 0.310
C -2.318 0.854 1.045
C 1.622 -0.520 0.160
C 1.583 -1.265 -1.125
H -0.720 0.895 -0.205
H -2.264 1.281 -0.963
H 1.026 0.977 1.228
H 2.252 -0.972 0.937
H -3.415 1.013 1.021
H 0.980 -0.734 -1.857
H 2.594 -1.397 -1.507
H 1.162 -2.255 -0.955



x) ORCA calculation (ωB97M-V with the def2-TZVPD basis set) on the molecule C3H8N2O.

Results
frontier orbital gap	10.3	eV
SMILES string	[H]/N=C(/C)OCN
molecular weight	88.11	g mol⁻¹
HOMO level	-9.47	eV

CARTESIAN COORDINATES (ANGSTROEM)
O -0.262 -0.051 0.716
N -2.450 0.005 -0.076
N 1.600 1.240 -0.187
C 1.786 -1.133 0.101
C -1.211 0.645 -0.031
C 1.010 0.144 -0.021
H 1.378 -1.805 0.852
H 2.798 -0.912 0.429
H -3.141 0.096 0.656
H 1.023 2.045 -0.399
H -1.267 1.698 0.279
H -0.632 0.652 -1.080
H -2.410 -0.955 -0.393
H 1.777 -1.668 -0.846



y) ORCA calculation (ωB97M-V with the def2-TZVPD basis set) on a 2-piece molecular cluster, C3H8N2O overall.

Results
frontier orbital gap (alpha / beta)	8.3 / 7.6	eV
molecular weight	88.11	g mol⁻¹
HOMO level (alpha / beta)	-8.50 / -8.11	eV

CARTESIAN COORDINATES (ANGSTROEM)
O -0.490 0.273 -3.626
N -0.341 -1.591 1.095
N -0.868 0.338 -2.415
C 0.850 0.175 -1.111
C -0.593 -0.263 0.720
C 0.566 0.672 0.225
H -1.335 -0.132 -0.034
H 0.329 -1.787 1.866
H -0.890 0.217 1.736
H 0.136 1.715 0.179
H -1.279 1.247 -2.079
H 1.451 0.490 0.812
H -0.342 -2.267 0.360
H 1.517 -0.656 -1.130



z) ORCA calculation (ωB97M-V with the def2-TZVPD basis set) on the molecule C3H8N2O.

Results
frontier orbital gap	9.6	eV
SMILES string	CNC(=O)NC
molecular weight	88.11	g mol⁻¹
HOMO level	-8.84	eV

CARTESIAN COORDINATES (ANGSTROEM)
O -0.138 0.227 -1.560
N 1.066 -0.495 0.253
N -1.176 -0.253 0.412
C -2.420 0.595 0.223
C 2.336 -0.205 -0.357
C -0.087 -0.151 -0.399
H 2.594 0.862 -0.310
H -2.220 1.350 -0.547
H -2.570 1.162 1.174
H 3.105 -0.787 0.152
H 2.287 -0.498 -1.406
H -2.607 -0.467 -0.141
H -1.186 -0.810 1.249
H 1.014 -0.531 1.258



Energies relative to the most stable structure, in kJ/mol: w) 0.0; x) 153.9; y) 706.6; z) 144.8.



w) ORCA calculation (ωB97M-V with the def2-TZVPD basis set) on the molecule C3H8N2O.

Results
frontier orbital gap	8.6	eV
SMILES string	CN/N=C/OC
molecular weight	88.11	g mol⁻¹
HOMO level	-7.57	eV

CARTESIAN COORDINATES (ANGSTROEM)
O 0.323 -1.458 -1.348
N -0.151 0.281 0.092
N 0.093 1.550 0.455
C -0.269 -2.224 -0.281
C 0.409 -0.194 -0.954
C -0.380 2.011 1.653
H 0.504 2.067 2.421
H 0.375 -2.111 0.656
H -1.010 2.857 1.607
H 0.870 2.119 -0.005
H 0.955 0.388 -1.653
H -0.982 1.146 2.184
H -0.173 -3.229 -0.699
H -1.284 -1.945 -0.058



x) ORCA calculation (ωB97M-V with the def2-TZVPD basis set) on a 2-piece molecular cluster, C3H8N2O overall.

Results
frontier orbital gap	10.9	eV
SMILES string	C=NC.NC=O
molecular weight	88.11	g mol⁻¹
HOMO level	-9.90	eV

CARTESIAN COORDINATES (ANGSTROEM)
O 1.995 0.579 0.577
N 1.486 -1.511 -0.123
N -1.372 -0.042 -0.206
C -0.969 0.820 -1.306
C -1.753 0.525 0.853
C 2.139 -0.615 0.713
H 1.381 -2.420 0.302
H 0.045 1.163 -1.086
H 0.517 -1.172 -0.171
H -1.967 1.600 0.836
H -0.914 0.277 -2.246
H -1.881 -0.067 1.751
H -1.574 1.732 -1.387
H 2.867 -0.870 1.491



y) ORCA calculation (ωB97M-V with the def2-TZVPD basis set) on the molecule C3H8N2O.

Results
frontier orbital gap	10.6	eV
SMILES string	CC(=O)NCN
molecular weight	88.11	g mol⁻¹
HOMO level	-9.65	eV

CARTESIAN COORDINATES (ANGSTROEM)
O -0.511 -1.212 0.974
N 0.072 0.718 -0.018
N -0.233 0.302 -2.380
C 0.238 -0.255 0.928
C -0.911 0.503 -1.121
C 1.312 -0.148 1.962
H -0.664 0.888 -3.085
H 1.280 0.705 2.735
H -1.502 1.352 -1.255
H -0.409 -0.663 -2.621
H 1.141 -1.062 2.604
H 2.425 -0.174 1.519
H -1.646 -0.366 -0.994
H 0.752 1.281 -0.529



Energies relative to the most stable structure, in kJ/mol: w) 205.5; x) 50.4; y) 0.0.



w) ORCA calculation (ωB97M-V with the def2-TZVPD basis set) on a 2-piece molecular cluster, CH3FNO2S overall.

Results
frontier orbital gap	7.3	eV
molecular weight	112.11	g mol⁻¹
total charge	-1
HOMO level	-3.35	eV

CARTESIAN COORDINATES (ANGSTROEM)
S 1.053 -0.337 0.063
F -1.258 -1.054 -0.122
O 1.955 0.239 1.017
O 1.517 -1.437 -0.783
N 0.659 1.005 -0.993
C -0.485 -0.526 0.900
H 0.192 -1.648 2.231
H -0.254 0.774 -1.446
H 0.280 1.816 -0.337



x) ORCA calculation (ωB97M-V with the def2-TZVPD basis set) on an isolated ion of composition CH3FNO2S and charge -1.

Results
frontier orbital gap	7.5	eV
molecular weight	112.11	g mol⁻¹
total charge	-1
HOMO level	-3.40	eV

CARTESIAN COORDINATES (ANGSTROEM)
S -0.601 1.631 -0.450
F -0.348 -2.081 1.118
O 0.039 1.520 -1.767
O -0.231 2.731 0.482
N 0.454 0.301 0.280
C 0.064 -1.350 0.048
H 0.384 0.453 1.300
H -0.722 -1.491 -0.787
H 0.963 -1.714 -0.225



Energies relative to the most stable structure, in kJ/mol: w) 318.5; x) 0.0.



w) ORCA calculation (ωB97M-V with the def2-TZVPD basis set) on C29H41F5P2SSm as an isolated structure.

Results
⟨S²⟩	8.769
frontier orbital gap (alpha / beta)	6.4 / 6.5	eV
molecular weight	729.01	g mol⁻¹
spin multiplicity	6
total charge	+1
HOMO level (alpha / beta)	-10.72 / -10.71	eV

CARTESIAN COORDINATES (ANGSTROEM)
Sm -0.262 -0.345 1.688
S 1.990 1.096 2.237
P -0.641 0.897 -4.909
P 1.709 -0.936 -5.709
F 0.202 3.424 3.084
F 3.951 0.740 4.403
F 2.352 4.176 7.254
F 0.407 4.815 5.428
F 4.123 2.147 6.733
C 1.264 3.804 5.171
C 3.156 2.444 5.840
C -0.103 1.714 -0.587
C 2.255 3.482 6.106
C -3.395 -0.710 3.329
C 0.801 0.657 -6.066
C 2.048 1.990 3.666
C 1.091 0.733 -0.784
C -2.589 -0.151 -0.530
C -2.012 -1.229 3.152
C 1.178 3.076 3.989
C 1.161 -1.910 -7.190
C -1.459 -0.883 -1.297
C 3.048 1.733 4.654
C 1.629 -1.629 4.112
C -2.520 -3.133 1.430
C -0.201 -2.607 2.517
C -0.994 1.499 0.584
C -0.691 2.748 -4.897
C 0.278 -1.665 3.526
C -1.614 -2.319 2.275
C 0.870 -0.650 -0.274
C -0.317 -1.367 -0.477
C -0.843 -0.799 3.909
C -2.111 0.666 0.618
C 3.394 -0.438 -6.291
C 0.594 -3.712 1.920
C -0.776 0.295 4.907
C -2.018 0.569 -6.102
H -3.876 -1.302 4.115
H -3.983 -0.816 2.414
H 1.751 -1.186 0.108
H -2.979 0.779 -5.611
H -3.335 -0.890 -0.193
H 1.310 -1.358 -8.126
H -0.716 -0.160 5.900
H 4.061 -1.311 -6.258
H 0.098 -2.167 -7.086
H -2.797 -4.012 2.022
H -1.887 -1.754 -1.823
H 0.303 2.737 -0.503
H 1.984 1.169 -0.304
H -3.430 -2.593 1.170
H 0.239 -3.983 0.925
H 1.659 -3.469 1.860
H -3.404 0.340 3.636
H -2.003 -0.492 -6.387
H -2.809 0.803 1.448
H 3.377 -0.035 -7.310
H 1.323 0.630 -1.855
H -0.296 -2.437 -0.245
H 1.489 1.511 -5.946
H 2.370 -2.105 3.466
H 1.577 -2.172 5.057
H -1.657 0.939 4.866
H 0.178 3.134 -4.344
H -1.056 -0.232 -2.082
H 1.731 -2.849 -7.232
H 1.960 -0.605 4.304
H -0.842 2.172 1.451
H -3.133 0.539 -1.201
H -1.599 3.082 -4.374
H -0.686 3.169 -5.911
H 0.449 0.631 -7.111
H -0.736 1.711 -1.482
H -2.042 -3.479 0.513
H 0.476 -4.586 2.570
H 0.114 0.917 4.756
H -1.934 1.186 -7.006
H 3.797 0.324 -5.609



x) ORCA calculation (ωB97M-V with the def2-TZVPD basis set) on C29H41F5P2SSm as an isolated structure.

Results
⟨S²⟩	8.843
frontier orbital gap (alpha / beta)	6.5 / 6.7	eV
molecular weight	729.01	g mol⁻¹
spin multiplicity	6
total charge	+1
HOMO level (alpha / beta)	-9.40 / -9.35	eV

CARTESIAN COORDINATES (ANGSTROEM)
Sm -0.174 0.261 1.677
S 0.470 0.121 4.337
P -2.472 -2.940 -1.659
P -2.305 -0.570 0.229
F 5.476 0.969 5.467
F 2.809 1.352 5.956
F 4.399 -1.556 1.561
F 6.272 -0.475 3.251
F 1.759 -1.087 1.933
C 2.347 1.798 -1.269
C 3.195 0.570 4.913
C 1.339 -1.000 -3.956
C 0.836 2.790 2.004
C -2.618 -0.490 2.161
C -2.738 -2.352 0.026
C 0.964 3.405 3.346
C 4.553 0.417 4.644
C -0.311 2.877 1.159
C 2.199 -0.011 4.077
C 0.095 -1.055 -1.116
C 4.014 -0.880 2.666
C -4.047 -3.347 -2.468
C -3.828 0.230 -0.380
C -1.252 -1.517 -4.034
C -0.625 2.860 -1.398
C 1.928 2.295 1.226
C -1.289 -0.611 -1.635
C 1.725 -1.768 -2.922
C 1.465 2.070 -0.101
C 3.354 2.391 1.624
C -0.072 -0.522 -4.180
C 4.964 -0.310 3.519
C -1.545 -4.481 -1.532
C -1.979 -1.485 -2.650
C 2.681 -0.700 2.956
C 0.098 2.480 -0.160
C 0.745 -2.228 -1.910
C -1.553 3.617 1.527
H -2.664 0.548 2.542
H 3.065 0.994 -1.054
H -3.797 -2.508 0.292
H 2.933 2.689 -1.557
H -0.051 2.591 -2.295
H -3.913 -3.351 -3.562
H -0.135 -0.123 -5.211
H -1.619 2.391 -1.459
H -2.110 3.121 2.337
H 0.782 -0.178 -1.069
H -1.311 4.630 1.894
H 2.768 -2.077 -2.734
H -0.257 0.355 -3.537
H -3.743 0.548 -1.428
H -2.031 -1.170 -4.736
H 1.173 2.659 4.121
H -1.297 0.452 -1.909
H -2.232 3.735 0.673
H -0.057 -2.795 -2.392
H 3.952 1.607 1.136
H -2.130 -2.990 0.692
H 1.785 1.491 -2.160
H -1.978 -1.140 2.810
H -3.646 -0.884 2.204
H -2.212 -5.303 -1.830
H -4.814 -2.603 -2.215
H -1.002 -2.539 -4.358
H 0.044 3.921 3.640
H -0.792 3.952 -1.441
H -4.677 -0.462 -0.285
H 2.032 -0.653 -4.737
H -4.028 1.123 0.229
H 0.038 -1.467 -0.067
H 1.252 -2.890 -1.189
H -2.969 -1.032 -2.847
H -4.375 -4.343 -2.146
H 3.460 2.281 2.713
H 3.787 3.370 1.335
H -0.649 -4.542 -2.159
H -1.246 -4.656 -0.489
H 1.786 4.134 3.364



Energies relative to the most stable structure, in kJ/mol: w) 130.4; x) 0.0.



w) ORCA calculation (ωB97M-V with the def2-TZVPD basis set) on a 2-piece molecular cluster, C9H14 overall.

Results
frontier orbital gap	10.2	eV
SMILES string	Cc1ccccc1.CC
molecular weight	122.21	g mol⁻¹
HOMO level	-9.11	eV

CARTESIAN COORDINATES (ANGSTROEM)
C 1.854 0.686 0.623
C -0.941 0.887 0.669
C -2.444 1.039 0.658
C 0.536 -2.753 -1.321
C 1.211 1.700 -0.092
C -0.319 -0.205 1.221
C -0.171 1.777 -0.076
C -0.295 -1.632 -1.939
C 1.080 -0.276 1.250
H -0.176 -3.583 -1.247
H 1.304 -3.221 -1.936
H -2.801 1.498 -0.265
H 1.850 2.472 -0.502
H -1.207 -1.594 -1.337
H -0.773 -1.110 1.611
H 2.928 0.555 0.651
H 0.059 -0.599 -1.951
H 1.587 -1.179 1.568
H 0.849 -2.541 -0.308
H -0.587 2.650 -0.556
H -0.517 -1.701 -3.006
H -2.885 1.496 1.545
H -2.979 0.085 0.650



x) ORCA calculation (ωB97M-V with the def2-TZVPD basis set) on a 2-piece molecular cluster, C9H14 overall.

Results
frontier orbital gap	9.6	eV
SMILES string	Cc1ccccc1.CC
molecular weight	122.21	g mol⁻¹
HOMO level	-8.53	eV

CARTESIAN COORDINATES (ANGSTROEM)
C 2.711 0.790 -1.225
C -1.914 0.752 1.795
C -1.087 -0.415 1.944
C -1.186 0.846 -0.555
C -0.648 -0.394 -0.426
C -0.302 -1.192 -1.565
C -2.073 1.261 0.496
C 3.197 -0.448 -0.480
C -0.513 -1.033 0.898
H 4.264 -0.332 -0.173
H -2.353 1.148 2.611
H 2.505 0.579 -2.247
H -0.685 -2.241 -1.506
H -1.148 1.446 -1.422
H 0.765 -1.250 -1.640
H 0.318 -1.626 1.037
H -0.879 -0.805 2.898
H 3.486 1.495 -1.089
H -0.530 -0.702 -2.484
H 3.333 -1.325 -1.079
H 1.830 1.182 -0.791
H 2.617 -0.734 0.297
H -2.635 2.155 0.295



Energies relative to the most stable structure, in kJ/mol: w) 0.0; x) 112.3.



w) ORCA calculation (ωB97M-V with the def2-TZVPD basis set) on a 2-piece molecular cluster, C9H14 overall.

Results
frontier orbital gap	10.0	eV
SMILES string	Cc1ccccc1.CC
molecular weight	122.21	g mol⁻¹
HOMO level	-9.02	eV

CARTESIAN COORDINATES (ANGSTROEM)
C 3.900 -1.533 1.800
C -0.702 1.380 -2.187
C 2.635 -0.609 1.817
C -0.521 -0.750 -1.264
C -2.343 0.662 -0.551
C -1.856 1.611 -1.474
C 0.057 0.195 -2.070
C -3.562 0.954 0.291
C -1.650 -0.540 -0.469
H 4.020 -1.853 2.832
H -2.165 -1.404 -0.066
H 2.510 -0.252 2.836
H 2.737 0.238 1.143
H 1.735 -1.147 1.534
H -0.121 -1.764 -1.276
H -2.287 2.605 -1.499
H 4.769 -0.986 1.453
H -4.391 0.514 -0.262
H -3.481 0.691 1.337
H 3.717 -2.387 1.152
H -3.700 2.039 0.283
H -0.270 2.220 -2.724
H 0.968 0.116 -2.639



x) ORCA calculation (ωB97M-V with the def2-TZVPD basis set) on a 2-piece molecular cluster, C9H14 overall.

Results
frontier orbital gap	10.0	eV
SMILES string	Cc1ccccc1.CC
molecular weight	122.21	g mol⁻¹
HOMO level	-9.00	eV

CARTESIAN COORDINATES (ANGSTROEM)
C 2.028 -2.617 -0.514
C -2.192 -0.327 1.597
C -1.463 1.938 1.231
C -1.458 0.296 -0.560
C 2.971 -1.445 -0.874
C -2.012 0.983 2.073
C -1.857 -0.739 0.336
C -0.449 2.511 -0.990
C -1.167 1.564 -0.087
H -2.367 -1.066 2.377
H -0.851 3.529 -0.955
H 2.383 -0.727 -1.456
H -1.164 2.864 1.704
H 2.239 -2.922 0.518
H 1.016 -2.228 -0.457
H 0.585 2.713 -0.686
H -2.242 1.263 3.091
H -1.726 -1.757 0.014
H 3.386 -0.895 -0.035
H 2.240 -3.479 -1.135
H -0.353 2.198 -2.026
H -1.311 0.089 -1.612
H 3.767 -1.746 -1.554



y) ORCA calculation (ωB97M-V with the def2-TZVPD basis set) on a 2-piece molecular cluster, C9H14 overall.

Results
frontier orbital gap	9.8	eV
SMILES string	Cc1ccccc1.CC
molecular weight	122.21	g mol⁻¹
HOMO level	-8.85	eV

CARTESIAN COORDINATES (ANGSTROEM)
C -0.700 -0.865 -1.811
C -0.171 3.067 1.120
C 0.825 -2.590 -2.637
C -0.016 -1.412 0.897
C 0.743 -1.991 -0.183
C 0.608 2.872 2.562
C -1.545 -0.486 -0.765
C -1.302 -0.882 0.555
C 0.293 -1.813 -1.465
H 1.547 2.550 2.295
H 1.692 -3.240 -2.196
H 1.127 -2.079 -3.579
H -2.203 0.323 -1.007
H 0.502 -1.369 1.839
H -1.893 -0.566 1.381
H -0.183 2.206 0.365
H 1.726 -2.331 0.113
H -0.879 -0.793 -2.851
H 0.126 2.036 3.087
H 0.560 3.748 3.200
H 0.052 -3.417 -2.767
H 0.333 3.771 0.492
H -1.242 3.263 1.355



z) ORCA calculation (ωB97M-V with the def2-TZVPD basis set) on a 2-piece molecular cluster, C9H14 overall.

Results
frontier orbital gap	9.9	eV
SMILES string	Cc1ccccc1.CC
molecular weight	122.21	g mol⁻¹
HOMO level	-8.92	eV

CARTESIAN COORDINATES (ANGSTROEM)
C 0.839 2.137 -1.810
C 2.627 0.683 1.187
C 2.288 -0.645 1.197
C 0.898 -0.238 -0.766
C 2.224 1.520 0.140
C -3.803 -1.112 0.489
C 1.285 1.104 -0.809
C -2.258 -1.309 0.569
C 1.460 -1.127 0.148
H -4.004 -0.308 1.194
H -2.041 -2.067 1.339
H 3.092 1.178 2.029
H 0.389 -0.754 -1.575
H 2.315 -1.330 2.034
H 1.377 -2.198 0.045
H -4.271 -2.047 0.744
H -1.698 -0.445 0.903
H 2.898 2.355 -0.024
H -4.042 -0.863 -0.545
H -1.847 -1.737 -0.335
H 0.127 2.809 -1.331
H 0.437 1.677 -2.712
H 1.708 2.718 -2.113



Energies relative to the most stable structure, in kJ/mol: w) 0.0; x) 6.1; y) 127.8; z) 36.3.



w) ORCA calculation (ωB97M-V with the def2-TZVPD basis set) on C9H14 as an isolated structure.

Results
frontier orbital gap	8.9	eV
molecular weight	122.21	g mol⁻¹
HOMO level	-7.94	eV

CARTESIAN COORDINATES (ANGSTROEM)
C -0.773 -1.097 1.191
C -0.677 0.153 -2.674
C 0.051 0.137 1.623
C -0.732 1.395 -1.761
C 0.107 -0.441 -1.436
C 0.317 0.278 3.163
C 1.391 -1.194 -1.137
C -0.083 0.652 -0.697
C 0.163 1.020 0.702
H 1.590 -2.186 -1.606
H -0.825 -1.784 2.107
H -0.039 0.489 -3.582
H -1.640 1.762 -1.601
H -1.779 -0.800 0.947
H 0.454 1.380 3.247
H -0.099 2.204 -2.166
H -0.638 -0.037 3.715
H -1.616 -0.220 -3.184
H 0.534 1.980 0.930
H -0.389 -1.788 0.360
H 1.508 -1.197 0.044
H 2.029 -0.418 -1.685
H 1.143 -0.286 3.499



x) ORCA calculation (ωB97M-V with the def2-TZVPD basis set) on a 2-piece molecular cluster, C9H14 overall.

Results
frontier orbital gap	10.0	eV
SMILES string	Cc1ccccc1.CC
molecular weight	122.21	g mol⁻¹
HOMO level	-9.01	eV

CARTESIAN COORDINATES (ANGSTROEM)
C -3.079 1.199 0.211
C -2.182 -0.785 1.510
C 3.516 -1.024 0.439
C -0.915 0.322 -0.313
C -2.805 2.306 -0.596
C -2.138 0.195 0.368
C -0.728 1.368 -1.195
C 3.734 -2.054 -0.663
C -1.607 2.438 -1.278
H -1.746 -1.738 1.210
H 0.235 1.437 -1.688
H 4.324 -2.910 -0.335
H 2.789 -2.553 -0.912
H -3.600 3.033 -0.672
H 2.584 -0.484 0.334
H -3.192 -1.028 1.866
H 4.161 -1.647 -1.574
H -1.366 3.437 -1.610
H 3.441 -1.456 1.438
H -1.611 -0.472 2.383
H -0.126 -0.328 0.032
H 4.396 -0.384 0.448
H -4.086 1.129 0.595



Energies relative to the most stable structure, in kJ/mol: w) 359.2; x) 0.0.